(w)
ORCA calculation (the ωB97M-V functional and the def2-TZVPD basis) on the molecule C2H4F2Si.

Values from the calculation:
M	94.14	g mol⁻¹
HOMO	-10.01	eV
Kohn-Sham gap	10.8	eV
E_LUMO	0.8	eV

```
9
C2H4F2Si the ωB97M-V functional and the def2-TZVPD basis
F -2.627 -0.825 0.061
C -1.477 -0.086 -0.108
F -1.866 1.183 -0.205
C -0.268 -0.592 -0.008
Si 1.401 0.288 0.058
H -0.414 -1.768 0.324
H 1.504 0.294 -1.579
H 2.539 -0.202 0.834
H 1.208 1.707 0.623
```



(x)
ORCA calculation (the ωB97M-V functional and the def2-TZVPD basis) on a structure of composition C2H4F2Si.

Values from the calculation:
M	94.14	g mol⁻¹
HOMO	-9.24	eV
Kohn-Sham gap	9.2	eV
E_LUMO	0.0	eV

```
9
C2H4F2Si the ωB97M-V functional and the def2-TZVPD basis
C 1.021 -0.091 2.148
C 1.272 -0.401 0.858
F -0.127 0.357 2.630
F 2.573 -0.736 0.584
Si -0.550 0.022 -0.828
H 1.870 -0.244 2.837
H -1.136 1.516 -0.838
H -0.094 -0.149 -2.274
H -1.135 -1.059 -0.211
```



Of them, (x) has the lowest stability.



(w)
ORCA calculation (the ωB97M-V functional and the def2-TZVPD basis) on the molecule C5H3N3.

Values from the calculation:
M	105.10	g mol⁻¹
HOMO	-10.59	eV
Kohn-Sham gap	9.1	eV
E_LUMO	-1.5	eV

```
11
C5H3N3 the ωB97M-V functional and the def2-TZVPD basis
H 0.854 1.068 2.913
N 0.948 1.254 1.991
C 0.431 0.506 1.189
C 0.255 0.942 -0.256
C -0.110 -0.130 -0.975
C -0.315 -0.534 -2.299
N -0.744 -1.099 -3.324
C -0.473 -1.073 0.177
N -0.285 -0.802 1.421
H 0.620 1.789 -0.707
H -1.183 -1.921 -0.129
```



(x)
ORCA calculation (the ωB97M-V functional and the def2-TZVPD basis) on the molecule C5H3N3.

Values from the calculation:
M	105.10	g mol⁻¹
HOMO	-9.97	eV
Kohn-Sham gap	8.3	eV
E_LUMO	-1.7	eV

```
11
C5H3N3 the ωB97M-V functional and the def2-TZVPD basis
C 1.586 0.923 -0.092
N 2.045 -0.185 -0.121
N 1.053 -1.190 0.003
C 0.009 -0.658 0.211
N -1.344 -1.104 -0.084
C -2.009 -0.016 -0.038
C -1.228 1.144 -0.054
C 0.011 0.806 0.245
H 2.026 1.927 0.118
H -3.058 0.105 -0.116
H -1.456 2.132 -0.221
```



Of them, (x) has the lowest stability.



(w)
ORCA calculation (the ωB97M-V functional and the def2-TZVPD basis) on a cluster of 2 separate species, H6NP3 in total.

Values from the calculation:
M	112.98	g mol⁻¹
HOMO (spin up / spin down)	-9.07 / -7.68	eV
Kohn-Sham gap (spin up / spin down)	8.2 / 7.0	eV
E_LUMO (spin up / spin down)	-0.8 / -0.7	eV

```
10
H6NP3 the ωB97M-V functional and the def2-TZVPD basis
N -1.893 0.971 -1.122
P -0.466 0.368 1.774
P 0.991 0.125 -1.775
P -0.775 0.086 -0.481
H -2.685 1.128 -0.566
H -1.139 -0.913 2.014
H 0.778 -0.425 1.944
H 0.624 1.446 -1.739
H 0.330 -0.091 -3.039
H -1.087 -2.322 0.171
```



(x)
ORCA calculation (the ωB97M-V functional and the def2-TZVPD basis) on a structure of composition H6NP3.

Values from the calculation:
M	112.98	g mol⁻¹
HOMO	-8.79	eV
Kohn-Sham gap	9.3	eV
E_LUMO	0.5	eV

```
10
H6NP3 the ωB97M-V functional and the def2-TZVPD basis
N -0.170 0.048 -1.838
P 1.944 0.195 0.751
P -1.497 -0.969 0.746
P -0.042 0.288 -0.306
H 0.712 0.974 -2.348
H 1.252 -0.401 1.755
H 2.462 -0.852 0.076
H -2.332 -1.058 -0.476
H -2.023 0.107 1.354
H -0.307 1.668 0.286
```



Of them, (w) has the lowest stability.